1.
14
Properties=species:S:1:pos:R:3:mulliken_charge:R:1 method="wB97M-V/def2-TZVPD" energy_ha=-1180.445194 de_lowest_ev=4.8041 fmax_ev_per_a=3.0 homo_lumo_gap_ev="7.33 / 7.63" molar_mass_g_mol=148.022
P -2.17836 1.61402 -0.11848 -0.242
P -0.55424 -0.81958 -0.52712 0.236
P -3.39579 -0.24970 -0.20435 -0.142
C -2.14071 -1.38124 -0.15600 -0.316
C 0.65372 -1.60964 0.59288 -0.863
C 2.06823 2.29703 -0.54220 -0.827
C -0.79443 0.82434 0.09057 0.031
H 1.38459 -2.29292 0.07900 0.293
H 1.92708 2.97248 0.36235 0.267
H 3.01397 1.73547 -0.73075 0.305
H -2.27670 -2.41471 -0.15581 0.385
H 1.10714 -0.72713 1.25366 0.267
H 1.15704 2.19973 -1.15476 0.277
H 0.02847 -2.14816 1.21103 0.331

=====

2.
5
Properties=species:S:1:pos:R:3:mulliken_charge:R:1 method="wB97M-V/def2-TZVPD" energy_ha=-3451.435168 de_lowest_ev=0.8038 fmax_ev_per_a=5.9 homo_lumo_gap_ev=9.65 molar_mass_g_mol=163.338
Br 1.33649 1.89400 -0.04219 -0.173
Cl 1.23341 -1.42394 -0.23154 -0.164
P 0.18575 0.04092 0.67470 0.369
O -1.05343 0.23624 -0.30229 -0.426
H -1.70221 -0.74723 -0.09868 0.394

=====

3.
24
Properties=species:S:1:pos:R:3:mulliken_charge:R:1 method="wB97M-V/def2-TZVPD" energy_ha=-347.693055 de_lowest_ev=0.8644 fmax_ev_per_a=3.8 homo_lumo_gap_ev=9.50 molar_mass_g_mol=116.208
N -0.18704 1.97391 0.82805 -0.627
N -0.13169 1.83877 -1.53631 -0.380
C 0.23074 -1.15469 1.08960 0.827
C 0.31439 1.13130 -0.19069 -0.378
C 1.67082 -0.96740 1.55353 -1.549
C -0.01915 -2.62880 0.76267 -1.546
C -0.23281 -0.26365 -0.22489 -0.751
C -1.43030 1.54980 -2.11497 -0.805
H -1.66186 2.27304 -2.90587 0.301
H -1.07061 -2.79107 0.50232 0.352
H -0.41236 -0.91043 1.94473 0.172
H 0.09161 -0.79562 -1.12182 0.307
H 2.36806 -1.08480 0.71841 0.315
H 1.93259 -1.68567 2.33983 0.433
H 0.15033 2.91843 0.66240 0.304
H 1.40599 1.14253 -0.20391 0.462
H -2.22938 1.62783 -1.36879 0.279
H -1.32821 -0.27388 -0.19951 0.404
H 0.58318 1.71242 -2.25215 0.236
H 1.81742 0.01809 2.00477 0.348
H 0.21181 -3.27652 1.61554 0.414
H -1.47557 0.55407 -2.57695 0.246
H 0.59887 -2.94502 -0.08545 0.362
H -1.19683 2.03736 0.75945 0.276

=====

4.
14
Properties=species:S:1:pos:R:3:mulliken_spin:R:1 method="wB97M-V/def2-TZVPD" energy_ha=-572.538885 de_lowest_ev=2.4709 charge=-1 fmax_ev_per_a=2.3 spin_multiplicity=2 homo_lumo_gap_ev="2.55 / 6.89" molar_mass_g_mol=91.179 s_squared=0.753
S 1.22949 1.02802 0.74895 0.050
N -1.60976 -2.25143 -0.64085 0.236
C -1.52795 -1.22755 -1.45326 0.693
C 0.61569 1.38164 -0.95009 0.043
C 0.04497 -0.05248 1.67427 0.005
H -0.15460 0.31675 2.68967 0.015
H 1.11751 0.77654 -1.69144 0.009
H 0.52105 -1.02506 1.66944 -0.012
H -0.42766 1.02556 -0.87761 -0.024
H 0.87621 2.45307 -0.98148 0.012
H -0.90347 -2.97217 -0.70916 0.037
H -0.76152 -1.15428 -2.26655 -0.045
H -2.24694 -0.41069 -1.37694 -0.054
H -0.92081 -0.06130 1.16668 0.033